w:
Density functional theory data (ωB97M-V/def2-TZVPD) for 17 unconnected molecules or ions with the total composition H35O17.

```
! RIJCOSX wB97M-V def2-TZVPD def2/J DEFGRID3
* xyz 1 1
O -3.54 -2.53 -2.93
H -3.44 -3.46 -3.19
H -4.50 -2.43 -2.89
O -4.87 1.62 -0.24
H -5.21 1.52 0.66
H -5.25 2.48 -0.46
O 3.47 3.19 0.61
H 4.28 3.76 0.71
H 3.50 3.36 -0.34
O 1.47 -2.47 -1.02
H 0.64 -2.81 -0.67
H 1.26 -1.51 -1.03
O 3.25 -3.09 0.94
H 4.15 -2.96 0.64
O 0.04 1.38 1.80
H -0.02 0.47 2.12
H -0.78 1.43 1.28
O -3.11 -0.58 -1.14
H -3.32 -1.17 -1.88
H -3.57 0.26 -1.15
O 1.38 -0.94 -3.23
H 0.43 -1.05 -3.48
H 1.54 -1.87 -2.91
O 0.31 -0.03 -0.40
H 2.82 0.47 1.68
H 0.61 0.66 -1.08
O -2.13 2.11 0.36
H -1.99 2.01 -0.61
H -3.10 2.25 0.27
O -1.22 -0.57 -4.09
H -1.58 -1.40 -3.76
H -1.66 0.07 -3.52
O 1.95 -2.29 3.24
H 1.86 -2.74 4.09
H 2.02 -2.91 2.50
O -1.48 -2.64 -0.29
H -1.87 -3.15 0.44
H -2.22 -2.31 -0.81
O 2.04 2.48 3.21
H 1.96 1.65 3.76
H 1.10 2.47 2.92
O 0.23 3.17 -2.36
H 0.05 4.12 -2.33
H 0.52 3.03 -3.26
O 2.40 1.13 1.11
H 1.44 0.93 0.83
H 2.40 1.95 1.98
O 1.92 0.42 4.79
H 2.62 -0.19 5.04
H 1.12 -0.15 4.74
H 2.61 -3.00 0.19
H -0.54 -0.15 -0.84
*
```

Results
HOMO-LUMO gap, eV: 10.1

***

x:
Density functional theory data (ωB97M-V/def2-TZVPD) for 17 unconnected molecules or ions with the total composition H35O17.

```
! RIJCOSX wB97M-V def2-TZVPD def2/J DEFGRID3
* xyz 1 1
O 1.66 -0.42 0.80
H -3.85 0.38 -1.93
H -4.97 1.09 -1.25
O -4.22 0.53 -1.05
H 3.30 -1.44 -0.39
H -3.39 2.91 0.71
O 0.77 -0.86 -1.99
H 1.52 -0.79 -1.36
H 0.13 -1.37 1.22
O -2.21 4.44 -2.87
H -2.88 4.32 -2.22
H 0.57 -2.56 0.67
O -0.27 -2.31 1.15
H 3.52 2.94 1.90
O -0.67 0.19 1.47
H -0.93 0.02 0.57
H 2.29 1.10 -3.64
O -3.06 -2.76 1.89
H 1.52 5.20 1.67
H -0.07 0.65 -1.11
O 0.58 -4.15 2.78
H 2.60 -0.20 0.79
H 0.69 -5.02 2.43
O 3.09 -2.22 -0.89
H -2.03 2.71 1.44
H 3.37 -3.00 -0.39
O 1.72 1.80 -3.96
H -3.73 -2.98 2.54
H 1.66 1.77 -4.91
O 2.60 -0.63 -4.48
H -1.20 -2.38 -1.07
H -0.59 -0.41 3.54
O -0.01 1.44 -0.56
H 2.00 -1.13 -5.02
H -0.04 2.18 -1.17
O -1.47 -3.26 -0.82
H 1.32 0.43 1.13
H 1.31 -1.06 -2.77
O -0.63 -1.23 4.03
H -3.53 -2.62 1.06
H -1.52 0.52 1.83
O 3.53 2.16 2.38
H -2.17 -3.47 -0.22
H 0.51 -4.16 3.73
O -2.94 2.40 1.39
H -1.31 -1.22 4.67
H -1.94 3.89 -3.60
O 1.90 5.25 0.80
H 1.47 5.60 0.04
H 0.08 -2.88 1.92
H 3.08 -1.13 -3.82
H 2.86 1.77 2.93
*
```

Results
HOMO-LUMO gap, eV: 10.3

***

Stability, highest: w

***

w:
Density functional theory data (ωB97M-V/def2-TZVPD) for 17 unconnected molecules or ions with the total composition H35O17.

```
! RIJCOSX wB97M-V def2-TZVPD def2/J DEFGRID3
* xyz 1 1
O -2.79 -0.46 3.64
H -2.99 -1.29 4.09
H -3.55 -0.23 3.10
O -3.61 1.41 -2.99
H -4.06 0.66 -2.61
H -3.40 1.34 -3.92
O 3.62 -0.59 1.36
H 4.57 -0.54 1.33
H 3.12 -0.68 2.18
O -0.61 1.23 3.08
H -1.38 0.91 3.59
H -0.97 1.06 2.21
O 1.11 0.33 1.04
H 0.54 0.11 1.80
O -0.01 3.08 -1.52
H -0.76 2.62 -1.11
H -0.12 2.98 -2.47
O -2.09 -0.44 -1.34
H -2.77 -1.08 -1.10
H -2.12 0.38 -0.83
O 0.75 -2.54 1.98
H -0.04 -2.56 1.44
H 1.47 -2.50 1.35
O 0.00 -1.84 -0.47
H 2.98 -1.10 -1.70
H -0.59 -1.10 -0.75
O -0.16 0.16 -2.87
H 0.24 -0.45 -3.49
H -1.08 -0.18 -2.75
O -3.64 -3.11 -0.32
H -4.33 -3.70 0.00
H -3.06 -3.70 -0.82
O 2.84 0.22 3.90
H 1.90 0.36 4.05
H 3.21 0.29 4.79
O -2.88 2.51 -0.56
H -3.17 3.37 -0.25
H -2.81 2.56 -1.53
O 2.35 2.15 -0.95
H 2.59 2.17 0.09
H 1.37 2.26 -1.11
O 0.99 -2.88 -3.12
H 1.82 -2.86 -3.62
H 0.31 -3.07 -3.78
O 3.29 -0.30 -1.26
H 3.29 -0.57 -0.31
H 2.71 1.30 -1.33
O 2.62 2.49 1.51
H 2.70 1.61 1.89
H 1.69 2.75 1.44
H 0.72 -0.19 0.32
H 0.19 -2.35 -1.27
*
```

Results
HOMO-LUMO gap, eV: 10.4

***

x:
Density functional theory data (ωB97M-V/def2-TZVPD) for a molecular structure, H35O17.

```
! RIJCOSX wB97M-V def2-TZVPD def2/J DEFGRID3
* xyz 1 1
O 1.18 -0.11 2.14
H 0.78 -4.51 -0.85
H 0.71 -3.18 0.14
O 0.62 -3.47 -0.81
H 0.00 -0.87 4.23
H -0.90 3.18 -3.47
O 1.35 2.58 0.87
H 1.20 3.36 0.26
H -0.66 -0.55 1.04
O -1.09 0.95 -4.74
H -1.83 0.33 -4.67
H -1.12 -2.21 2.04
O -1.15 -1.32 2.08
H -0.55 3.45 -0.82
O -1.78 0.01 -1.95
H -1.19 0.63 -2.28
H 3.93 0.77 -2.93
O -4.03 -2.71 0.37
H 1.51 3.44 -2.97
H 1.50 -0.39 -0.73
O -2.40 -1.52 4.39
H 1.00 0.92 2.10
H -1.69 -2.09 4.96
O 0.60 -1.23 4.92
H -2.21 3.41 -3.81
H 1.34 -0.87 5.24
O 3.87 1.69 -2.57
H -4.89 -2.40 0.63
H 3.92 1.44 -1.73
O 3.35 -0.43 1.61
H 0.06 -4.99 1.77
H 0.17 0.49 -0.18
O 2.37 -0.61 -1.14
H 3.96 -1.15 1.72
H 2.25 -1.52 -1.58
O -0.09 -4.03 1.78
H 1.67 -0.09 2.96
H 2.24 2.56 1.26
O -0.61 0.42 0.26
H -4.07 -3.51 0.95
H -2.64 0.30 -2.51
O -1.28 3.06 -0.30
H 0.38 -3.54 2.32
H -2.98 -2.16 4.26
O -1.42 3.90 -3.92
H -1.27 0.46 -0.62
H -0.82 1.15 -5.54
O 0.71 4.00 -2.58
H 0.48 4.46 -3.29
H -2.04 -1.18 1.71
H 3.46 -0.09 0.79
H -1.86 3.77 -0.83
*
```

Results
HOMO-LUMO gap, eV: 10.0

***

Stability, highest: w

***

w:
Density functional theory data (ωB97M-V/def2-TZVPD) for a molecular structure, H35O17.

```
! RIJCOSX wB97M-V def2-TZVPD def2/J DEFGRID3
* xyz 1 1
O -1.52 1.52 -0.62
H -1.31 0.91 0.19
H -1.98 1.10 -1.38
O -2.92 2.43 2.70
H -1.78 -0.46 2.11
H -2.36 3.08 2.29
O 1.92 -2.02 -2.72
H 2.68 -2.53 -2.85
H 1.13 -2.51 -3.21
O 0.55 -4.37 -3.15
H 0.99 -4.84 -2.43
H -2.72 -3.99 -1.75
O 2.03 0.52 -2.36
H 0.37 1.78 -4.82
O 0.09 -2.99 0.80
H -0.65 -3.47 0.90
H 0.89 -3.55 0.60
O -2.21 -1.54 3.50
H -2.57 -2.16 2.81
H -3.00 -1.32 4.07
O 1.05 1.17 -4.48
H 1.97 -0.29 -2.83
H 1.02 0.58 -5.22
O 4.04 -1.60 -0.18
H 1.55 0.74 -1.39
H 4.52 -1.42 -0.97
O 1.31 -0.64 2.85
H 1.91 0.01 3.19
H 1.35 -1.23 3.52
O 1.55 4.01 1.73
H 1.54 3.02 1.61
H 0.78 3.83 2.35
O -1.05 0.02 1.68
H 0.57 1.01 0.36
H -0.44 -0.60 1.57
O -0.95 -0.73 -1.53
H -1.60 -1.33 -1.93
H -0.38 -1.50 -1.30
O -1.94 4.54 0.66
H -1.98 3.68 0.28
H 0.14 1.66 -1.04
O -2.59 -3.20 -1.19
H -3.44 -3.12 -0.77
H -3.69 2.69 2.98
O 0.96 1.35 -0.49
H -0.31 -4.55 -2.77
H -1.00 4.47 1.07
O 0.05 2.29 2.98
H -0.20 1.73 2.19
H -0.85 2.54 3.35
H 1.64 1.05 -3.00
H 4.32 -1.18 0.62
*
```

Results
HOMO-LUMO gap, eV: 9.7

***

x:
Density functional theory data (ωB97M-V/def2-TZVPD) for 17 unconnected molecules or ions with the total composition H35O17.

```
! RIJCOSX wB97M-V def2-TZVPD def2/J DEFGRID3
* xyz 1 1
O 0.63 0.47 -1.61
H -1.56 2.44 3.92
H -2.89 1.65 4.44
O -2.14 2.21 4.58
H 0.62 -4.72 -0.28
H 2.55 -3.81 1.69
O -0.05 2.89 0.72
H -0.56 3.19 1.41
H 0.23 3.70 0.23
O 2.45 1.27 -3.23
H 3.44 1.18 -3.07
H -2.20 -2.66 1.35
O -1.56 -1.99 1.75
H 2.10 -1.54 -3.89
O 1.13 -0.58 1.41
H 1.40 -1.48 1.48
H -0.17 -1.19 -5.37
O -4.13 0.45 1.01
H -1.00 5.59 -0.86
H 3.02 -0.77 -0.38
O -0.71 0.41 3.32
H 0.96 -0.42 -1.39
H 1.26 2.69 3.72
O -0.06 -4.34 -0.84
H 3.67 -3.96 0.58
H 0.19 -3.54 -1.36
O 0.30 -0.69 -4.65
H -4.94 0.91 1.20
H -0.12 0.17 -4.96
O -3.49 -1.35 -3.67
H -1.56 0.88 1.57
H -2.12 -1.78 2.52
O 3.66 -0.84 0.29
H -3.15 -0.50 -4.04
H 4.48 -0.65 -0.10
O -1.55 0.36 0.64
H 1.31 0.73 -2.32
H -0.47 0.13 0.35
O 1.09 2.13 4.55
H -4.23 -0.52 0.85
H 1.67 0.15 1.69
O 2.56 -2.08 -3.24
H -1.99 -0.57 0.88
H -0.01 0.84 3.79
O 3.20 -3.41 1.17
H 0.36 2.83 4.67
H 2.57 2.18 -3.47
O -1.74 5.09 -1.17
H -1.57 4.22 -0.71
H -0.51 -0.41 2.90
H -3.15 -2.13 -4.07
H 2.77 -2.82 -3.99
*
```

Results
HOMO-LUMO gap, eV: 10.4

***

y:
Density functional theory data (ωB97M-V/def2-TZVPD) for 17 unconnected molecules or ions with the total composition H35O17.

```
! RIJCOSX wB97M-V def2-TZVPD def2/J DEFGRID3
* xyz 1 1
O 0.04 -1.69 -5.22
H -0.79 -4.47 1.72
H -0.25 -4.84 3.05
O -0.13 -5.05 2.14
H -1.88 -4.36 -1.09
H -2.10 -0.65 -0.32
O 1.11 1.72 -0.25
H 0.57 1.82 0.53
H 0.70 1.72 -1.11
O 3.75 2.93 -0.24
H 2.68 2.83 -0.31
H -1.65 1.63 -1.28
O -1.96 0.02 1.34
H 4.16 2.01 -0.11
O -2.20 -2.73 1.78
H -3.02 -2.82 2.31
H -0.12 1.43 -3.94
O -3.36 2.64 1.03
H -0.65 4.86 -1.13
H 2.18 -3.58 3.71
O -0.87 1.08 -1.60
H -0.20 -2.25 -4.41
H 2.21 2.42 4.42
O -1.81 -4.04 -2.03
H -2.16 -1.87 -1.29
H -2.70 -4.25 -2.40
O -0.41 1.04 -4.72
H -2.50 2.77 0.76
H -0.13 0.24 -5.04
O 3.34 0.80 0.57
H -0.13 3.24 2.11
H -1.04 0.08 1.47
O 2.20 -3.11 2.77
H 2.44 0.59 0.19
H 2.32 -3.95 2.21
O 0.03 2.29 2.19
H -0.90 -1.63 -5.39
H 0.65 2.37 2.91
O 1.53 1.75 4.27
H -4.14 3.02 0.69
H -1.98 -1.74 1.77
O 2.40 -1.35 -1.18
H -2.58 0.75 1.34
H 1.73 -2.05 -1.27
O -2.37 -0.85 -1.27
H 1.79 0.89 4.68
H 4.09 2.88 -1.32
O -1.15 4.37 -0.49
H -2.05 4.10 -0.90
H -1.23 0.14 -1.58
H 3.28 0.45 1.45
H 3.30 -1.58 -1.51
*
```

Results
HOMO-LUMO gap, eV: 9.1

***

Stability, highest: w